{"formula": "C22H37F3N4NiO5S2Si", "method": "the ωB97M-V functional and the def2-TZVPD basis", "e_tot_ha": -4349.6482, "s2": 2.01, "orbital_gap_ev": [6.5, 5.7], "relative_energy_kcal_mol": 107.8, "multiplicity": 3, "lumo_energy_ev": [-0.30, -0.65], "symbols": ["Ni", "C", "C", "N", "N", "C", "N", "S", "C", "C", "C", "C", "C", "N", "H", "H", "H", "H", "H", "H", "H", "H", "H", "H", "C", "C", "C", "C", "O", "Si", "S", "O", "C", "C", "C", "C", "O", "C", "C", "C", "C", "H", "H", "H", "H", "H", "H", "H", "H", "H", "H", "H", "H", "H", "H", "H", "H", "H", "H", "H", "H", "H", "H", "H", "H", "H", "H", "H", "F", "C", "F", "F", "C", "O", "O"], "coordinates": [[-0.1675, 0.0986, -0.1867], [-4.3752, -1.3256, 0.4523], [-3.0991, -0.5619, 0.2676], [-1.9907, -0.8681, 0.8340], [-2.0119, -1.9919, 1.6145], [-0.9975, -2.2848, 2.4872], [-1.1231, -3.5369, 3.0285], [0.2695, -1.2962, 2.8090], [-3.0410, 0.5927, -0.6624], [-4.1645, 1.3417, -0.9932], [-4.0203, 2.3948, -1.8803], [-2.7691, 2.6588, -2.4122], [-1.6970, 1.8822, -2.0079], [-1.8301, 0.8727, -1.1477], [-4.6667, -1.3692, 1.5046], [-4.2616, -2.3518, 0.0873], [-5.1910, -0.8870, -0.1117], [-2.7724, -2.6459, 1.5014], [-2.0149, -4.0063, 3.0364], [-0.5183, -3.7204, 3.8104], [-5.1259, 1.1246, -0.5519], [-4.8743, 3.0023, -2.1489], [-2.6129, 3.4645, -3.1151], [-0.6887, 2.0792, -2.3454], [4.1119, -1.4168, 0.4122], [2.8119, -1.3679, -0.3796], [3.0930, -1.4442, -1.8771], [1.9380, -2.5431, 0.0638], [2.0665, -0.1978, -0.0657], [2.4455, 1.4492, -0.0580], [0.6431, 2.3405, 0.2301], [3.1912, 1.6646, -1.5122], [4.1734, 2.6083, -1.9462], [3.8251, 4.0007, -1.4287], [5.5537, 2.1724, -1.4655], [4.1173, 2.5842, -3.4691], [3.6510, 1.7086, 1.0365], [3.6417, 2.0468, 2.4302], [3.2902, 3.5214, 2.5862], [2.6466, 1.1737, 3.1822], [5.0597, 1.7794, 2.9188], [4.6331, -2.3606, 0.2336], [3.9134, -1.3197, 1.4801], [4.7682, -0.6000, 0.1131], [3.6135, -2.3746, -2.1143], [3.7041, -0.6004, -2.1892], [2.1632, -1.4110, -2.4434], [2.3717, -3.4770, -0.3085], [0.0249, -2.9184, 0.0964], [1.8890, -2.5717, 1.1535], [3.9130, 4.0414, -0.3428], [2.7981, 4.2515, -1.6971], [4.4960, 4.7481, -1.8575], [5.5855, 2.1405, -0.3781], [6.3174, 2.8664, -1.8231], [5.7873, 1.1781, -1.8530], [3.1252, 2.8791, -3.8129], [4.3228, 1.5774, -3.8363], [4.8544, 3.2678, -3.8945], [2.3016, 3.7200, 2.1727], [4.0231, 4.1401, 2.0650], [3.2946, 3.8006, 3.6421], [1.6309, 1.3720, 2.8395], [2.7033, 1.3703, 4.2549], [2.8723, 0.1192, 3.0162], [5.7724, 2.3829, 2.3544], [5.3144, 0.7271, 2.7823], [5.1565, 2.0265, 3.9775], [-1.1498, -2.3305, -4.3301], [-0.7509, -2.2759, -3.0583], [-0.2133, -1.0927, -2.8263], [-1.8311, -2.4190, -2.2797], [0.2695, -3.4503, -2.8670], [-0.0181, -4.5305, -2.5342], [0.6115, -2.4014, -0.4674]], "atomic_forces_ev_per_a": [[0.0, 0.6, 0.2], [0.0, 0.0, 0.0], [0.0, 0.2, -0.2], [0.0, -0.4, -0.1], [0.0, 0.1, 0.0], [0.0, -0.2, 0.0], [0.0, 0.1, 0.0], [0.0, 0.1, 0.1], [-0.1, -0.2, 0.1], [0.1, 0.0, -0.1], [0.0, 0.0, 0.0], [0.0, 0.0, 0.0], [0.0, 0.0, 0.0], [0.2, -0.1, 0.1], [0.0, 0.0, 0.0], [0.0, 0.0, 0.0], [0.0, 0.0, 0.0], [0.0, 0.0, 0.0], [0.0, 0.0, 0.0], [0.0, 0.0, 0.0], [0.0, 0.0, 0.0], [0.0, 0.0, 0.0], [0.0, 0.0, 0.0], [0.0, 0.0, 0.0], [0.0, 0.0, 0.0], [0.0, -0.1, 0.0], [-0.1, 0.0, 0.0], [0.1, 0.0, -0.1], [-0.2, 0.0, 0.1], [0.3, -0.3, -0.1], [-0.1, 0.1, 0.0], [0.1, -0.1, 0.0], [-0.1, 0.1, 0.0], [0.0, 0.0, 0.0], [0.0, 0.0, 0.0], [0.0, 0.0, 0.0], [0.0, 0.1, 0.0], [0.0, 0.0, -0.1], [0.0, 0.0, 0.0], [0.0, 0.0, 0.0], [0.0, 0.0, 0.0], [0.0, 0.0, 0.0], [0.0, 0.0, 0.0], [0.0, 0.0, 0.0], [0.0, 0.0, 0.0], [0.0, 0.0, 0.0], [0.0, 0.0, 0.0], [0.1, 0.0, 0.0], [0.0, 0.1, -0.1], [0.0, 0.0, 0.0], [0.0, 0.0, 0.0], [0.0, 0.0, 0.0], [0.0, 0.0, 0.0], [0.0, 0.0, 0.0], [0.0, 0.0, 0.0], [0.0, 0.0, 0.0], [0.0, 0.0, 0.0], [0.0, 0.0, 0.0], [0.0, 0.0, 0.0], [0.0, 0.0, 0.0], [0.0, 0.0, 0.0], [0.0, 0.0, 0.0], [0.0, 0.0, 0.0], [0.0, 0.0, 0.0], [0.0, 0.0, 0.0], [0.0, 0.0, 0.0], [0.0, 0.0, 0.0], [0.0, 0.0, 0.0], [-0.1, 0.0, -0.2], [0.0, -0.1, 0.1], [0.0, -0.1, -0.2], [-0.1, 0.0, 0.1], [0.1, 0.3, 0.0], [-0.1, -0.2, 0.0], [0.0, 0.0, 0.0]]}



{"formula": "C22H37N7O16S4", "method": "the ωB97M-V functional and the def2-TZVPD basis", "e_tot_ha": -4040.1713, "orbital_gap_ev": 11.1, "lumo_energy_ev": 0.23, "symbols": ["C", "C", "N", "H", "H", "H", "C", "C", "N", "H", "H", "H", "C", "C", "N", "H", "H", "H", "C", "C", "N", "H", "H", "H", "C", "C", "N", "H", "H", "H", "C", "C", "N", "H", "H", "H", "C", "C", "N", "H", "H", "H", "C", "C", "O", "S", "O", "O", "O", "H", "H", "H", "H", "C", "C", "O", "S", "O", "O", "O", "H", "H", "H", "H", "C", "C", "O", "S", "O", "O", "O", "H", "H", "H", "H", "C", "C", "O", "S", "O", "O", "O", "H", "H", "H", "H"], "coordinates": [[3.7453, -15.9959, -7.9470], [4.8949, -16.3522, -8.8388], [5.8950, -16.5951, -9.3212], [2.7825, -16.4306, -8.3495], [3.5076, -14.8869, -7.8957], [3.9342, -16.4132, -6.9807], [14.0459, -12.4238, -4.4920], [15.2045, -13.0859, -5.0659], [16.1292, -13.7126, -5.3362], [14.3995, -11.4863, -4.0947], [13.5942, -13.0630, -3.7575], [13.2177, -12.2159, -5.1200], [9.4787, -20.0236, -8.8481], [10.0514, -19.1450, -7.8723], [10.6166, -18.4889, -7.1266], [9.2764, -21.0060, -8.3958], [10.2727, -20.1440, -9.4955], [8.5499, -19.6875, -9.3500], [14.1386, -19.4215, -5.7539], [15.2696, -20.1766, -5.2241], [16.1629, -20.6851, -4.6466], [13.2550, -20.0040, -5.7258], [14.3565, -18.8806, -6.6961], [14.1013, -18.6286, -5.0244], [11.0570, -15.9211, -11.4224], [11.7043, -17.1588, -11.0678], [12.2613, -18.0454, -10.5726], [11.1078, -15.8475, -12.5242], [11.6486, -15.0023, -11.1241], [10.0090, -15.8721, -11.0978], [17.6541, -12.8016, -7.7792], [16.3706, -12.2235, -8.1262], [15.4688, -11.6220, -8.4417], [18.3860, -12.5756, -8.5211], [17.6072, -13.8850, -7.6807], [17.9303, -12.4823, -6.7461], [11.0002, -17.7708, -3.7120], [11.9012, -16.6750, -3.5353], [12.6798, -15.8306, -3.4646], [10.9931, -18.4283, -2.8000], [11.3508, -18.2930, -4.6093], [9.9795, -17.4613, -4.0341], [19.5912, -16.6317, -6.7424], [19.2837, -18.1180, -6.7050], [18.3491, -18.2928, -7.7790], [17.4548, -17.0898, -8.0330], [16.2597, -17.0449, -7.1803], [17.3702, -16.8968, -9.4282], [18.4917, -15.9543, -7.4297], [20.5866, -16.3358, -7.1784], [19.5837, -16.2182, -5.6949], [18.9224, -18.4109, -5.6979], [20.1264, -18.6821, -6.9447], [12.9806, -10.5694, -10.5410], [13.6846, -11.8170, -11.2239], [12.7717, -12.1906, -12.3057], [11.2483, -11.6168, -12.0021], [10.3933, -12.7094, -11.6181], [10.8836, -10.8750, -13.1506], [11.5905, -10.7736, -10.6647], [13.2586, -9.6447, -11.0337], [13.3001, -10.6225, -9.4435], [13.7275, -12.5310, -10.4638], [14.6416, -11.6837, -11.6776], [7.7440, -14.6257, -6.7070], [8.5871, -15.4732, -5.7183], [7.6976, -15.8031, -4.6223], [6.2024, -15.8809, -5.2108], [5.3276, -15.7606, -4.0736], [6.1729, -16.9694, -6.1214], [6.4097, -14.5332, -6.0317], [7.7709, -15.0607, -7.6632], [8.0157, -13.6171, -6.7987], [9.3918, -14.8992, -5.2423], [8.8790, -16.3969, -6.2076], [13.7146, -15.6407, -8.3718], [13.5333, -15.9242, -6.8193], [12.5073, -14.9582, -6.4964], [11.7614, -14.4023, -7.7458], [12.0813, -13.0335, -8.0635], [10.3454, -14.6849, -7.6081], [12.4101, -15.3165, -8.8149], [14.1531, -16.4666, -8.8432], [14.3636, -14.7105, -8.6185], [14.4333, -15.7206, -6.2898], [13.0456, -16.9205, -6.7846]], "atomic_forces_ev_per_a": [[-1.4, 0.6, -1.9], [-1.8, 1.0, 1.9], [1.1, -0.4, -1.0], [1.1, 0.2, 0.4], [0.9, -1.3, -0.1], [0.1, -0.1, 0.5], [0.4, 0.2, 0.2], [-0.3, -0.7, 0.1], [-0.1, 0.2, -0.2], [-0.1, 0.3, 0.5], [0.2, -0.3, 0.8], [-0.3, 0.2, -1.4], [-1.9, -0.7, 0.9], [-0.4, 0.3, 0.4], [0.3, 0.4, 0.6], [0.0, 0.3, 0.0], [1.4, -0.5, -2.1], [0.7, 0.2, 0.4], [1.5, 1.0, 0.0], [2.9, -1.6, 1.6], [-2.6, 1.4, -1.9], [-0.9, -0.4, -0.3], [-0.1, -0.9, 0.3], [-0.6, 0.5, 0.4], [0.4, 1.5, -1.6], [0.8, -0.7, 1.8], [-0.6, 0.5, -0.8], [-0.5, -0.1, 0.3], [-0.8, -1.3, 0.2], [0.5, 0.0, 0.0], [-0.2, -0.7, 1.6], [2.3, -0.8, 0.5], [-2.3, 1.1, -0.7], [0.5, 0.4, -0.4], [-0.3, 0.1, -0.2], [0.0, 0.1, -1.0], [-1.0, -1.1, -0.2], [0.7, 1.1, 0.1], [-0.2, -0.1, 0.1], [-0.1, 0.6, -1.0], [0.1, -0.4, 0.3], [0.6, 0.0, 0.7], [0.5, 2.1, 1.4], [-0.9, 1.0, 0.9], [0.5, -2.0, 0.6], [-1.6, 3.0, 1.7], [2.1, -0.5, -1.6], [-0.6, 0.0, -0.4], [0.1, -1.8, -0.2], [-1.2, -0.5, -0.1], [0.1, -0.4, -1.0], [-0.4, -0.1, -0.9], [1.3, -1.1, -0.4], [2.4, -0.9, 0.9], [-2.2, 1.7, -0.6], [-0.9, 0.7, 1.2], [0.7, -2.3, 0.2], [0.7, 0.9, 0.0], [0.0, 0.9, 0.2], [-0.6, -0.7, -1.2], [0.1, 0.2, 0.1], [-0.8, 0.4, -1.5], [0.0, -1.7, 0.9], [0.5, 0.5, -0.1], [-0.6, -0.3, 2.2], [-0.3, 0.4, 0.5], [-0.4, -0.5, 0.1], [1.9, 0.9, 1.8], [0.5, 0.1, -1.9], [-0.8, -0.5, -0.1], [-0.5, -0.5, -0.9], [-0.8, -0.8, -1.2], [0.6, 1.3, 0.1], [-0.1, -0.4, -0.5], [0.5, 0.1, 0.1], [1.9, 2.4, 1.6], [-1.1, 0.1, -3.1], [0.2, 0.4, 0.9], [-3.0, 2.0, -0.2], [0.4, -1.0, 0.7], [1.8, -0.1, -0.3], [-0.2, -1.1, -0.6], [0.0, -1.2, -1.0], [-0.8, -1.5, 0.8], [0.4, -0.1, 0.7], [0.6, 0.5, 0.6]]}



{"formula": "C22H38BClKN2O2PS", "method": "the ωB97M-V functional and the def2-TZVPD basis", "e_tot_ha": -2945.5454, "orbital_gap_ev": 5.7, "lumo_energy_ev": -1.23, "symbols": ["C", "B", "O", "P", "C", "C", "C", "N", "C", "C", "C", "C", "C", "C", "C", "C", "C", "C", "C", "Cl", "N", "C", "S", "O", "C", "C", "C", "C", "C", "C", "H", "H", "H", "H", "H", "H", "H", "H", "H", "H", "H", "H", "H", "H", "H", "H", "H", "H", "H", "H", "H", "H", "H", "H", "H", "H", "H", "H", "H", "H", "H", "H", "H", "H", "H", "H", "H", "H", "K"], "coordinates": [[1.6446, 4.0760, -0.1153], [0.7709, 2.7797, 0.1570], [-0.4739, 3.0258, 0.7433], [1.3429, 0.8919, -0.2251], [2.0266, 0.8619, 1.5976], [2.9504, -0.1636, 2.1625], [2.5546, -1.5916, 2.3918], [4.0877, 0.2509, 2.5536], [0.5974, 1.0553, -2.0319], [-0.8711, 0.8950, -2.2580], [-1.6977, 2.0260, -2.3520], [-3.0620, 1.9325, -2.5929], [-3.6783, 0.6981, -2.7777], [-5.1498, 0.6066, -3.0599], [-2.8651, -0.4363, -2.6990], [-1.4985, -0.3342, -2.4516], [3.0447, 1.4509, -0.9082], [4.1323, 0.5452, -1.4922], [4.8733, -0.4103, -0.5830], [3.7075, -0.2439, -3.0600], [1.9184, -0.9740, -0.5550], [1.4225, -1.7683, -1.2518], [1.1466, -2.8922, -2.3929], [-0.2424, 0.3241, 0.2926], [-0.5415, -0.5637, 1.3108], [-1.9382, -1.1462, 1.0605], [-2.9418, -0.0192, 0.8615], [-2.4450, -2.1069, 2.1838], [-2.7937, -3.4788, 1.6351], [-1.5277, -2.3001, 3.3848], [2.6104, 4.0151, 0.3821], [1.1560, 4.9776, 0.2445], [1.8650, 4.2210, -1.1692], [-0.3406, 3.3996, 1.6190], [2.5944, 1.7847, 1.6571], [1.2162, 1.0556, 2.2997], [3.4136, -2.2014, 2.6417], [1.8596, -1.6544, 3.2275], [2.0629, -2.0519, 1.5442], [4.6390, -0.5127, 2.9411], [0.7639, 2.1161, -2.2243], [1.1883, 0.5627, -2.7999], [-1.2644, 3.0067, -2.2327], [-3.6495, 2.8338, -2.6664], [-5.4302, 1.3796, -3.7652], [-5.7477, 0.6965, -2.1620], [-5.3665, -0.3386, -3.5457], [-3.3146, -1.4098, -2.8328], [-0.9260, -1.2475, -2.4203], [2.8497, 2.1568, -1.7092], [3.5924, 2.0484, -0.1849], [4.9023, 1.2390, -1.8133], [4.2535, -1.1928, -0.1697], [5.6588, -0.8793, -1.1669], [5.3580, 0.1777, 0.1866], [-0.6295, -0.0200, 2.2549], [0.1601, -1.3876, 1.4281], [-1.9011, -1.7232, 0.1332], [-3.3386, 0.3254, 1.8120], [-2.5106, 0.8114, 0.3181], [-3.7868, -0.3918, 0.2874], [-3.3734, -1.7018, 2.5735], [-3.1793, -4.0925, 2.4452], [-3.5681, -3.4567, 0.8758], [-1.8955, -3.9714, 1.2974], [-1.9769, -2.9390, 4.1366], [-1.2491, -1.3692, 3.8601], [-0.5914, -2.7680, 3.0773], [-0.5979, -4.4888, 0.0907]], "atomic_forces_ev_per_a": [[0.1, -0.1, 0.3], [0.0, 0.1, -0.1], [0.3, -0.8, 0.3], [-0.7, 2.5, 0.3], [-0.1, 0.0, -0.2], [0.3, 0.1, 0.3], [-0.4, -0.3, 0.0], [0.4, 0.2, -0.1], [-0.2, 0.3, 0.2], [-0.6, 0.1, -0.3], [0.1, -0.4, 0.1], [0.2, -0.3, 0.0], [0.4, -0.1, 0.2], [0.4, -0.2, -0.4], [0.0, 0.6, 0.1], [-0.3, -0.1, 0.0], [0.2, -0.5, -0.5], [0.5, 0.5, 0.2], [0.1, -0.1, -0.5], [-0.2, -0.2, -0.1], [-1.0, -0.1, 0.5], [1.1, -0.7, -0.8], [-0.7, -0.6, 0.3], [0.7, -0.9, -0.4], [-0.9, 0.3, -0.1], [-0.1, 0.0, 0.5], [-0.2, -0.2, -0.3], [0.0, 0.1, -0.1], [-0.4, -0.1, 0.7], [0.4, 0.1, -0.2], [0.2, -0.1, 0.0], [-0.2, 0.2, 0.0], [0.0, -0.1, -0.3], [-0.3, 0.6, -0.1], [0.3, 0.2, -0.2], [-0.4, -0.4, 0.0], [0.3, 0.0, 0.1], [-0.2, 0.1, 0.2], [0.0, 0.1, -0.2], [0.1, -0.1, 0.0], [0.3, 0.2, 0.0], [0.0, -0.5, 0.1], [0.1, 0.2, 0.0], [-0.1, 0.2, 0.0], [-0.2, 0.3, 0.0], [-0.2, 0.0, 0.2], [-0.2, -0.2, 0.0], [0.0, -0.2, -0.1], [0.2, 0.0, 0.0], [-0.3, 0.1, -0.2], [-0.1, -0.1, 0.5], [0.1, 0.2, -0.2], [-0.1, 0.0, 0.2], [0.2, -0.2, -0.1], [-0.1, 0.0, 0.4], [0.3, 0.0, 0.4], [0.4, 0.0, 0.0], [0.1, 0.0, -0.3], [0.1, 0.2, 0.2], [0.1, 0.1, -0.1], [-0.2, 0.0, -0.1], [-0.2, 0.2, 0.0], [-0.1, -0.2, 0.1], [0.1, 0.1, -0.4], [-1.4, 0.5, 1.1], [-0.2, -0.1, 0.1], [0.0, 0.2, 0.1], [0.2, -0.1, 0.0], [2.0, -0.3, -1.9]]}